[1]
C4H7N3O3 | ωB97M-V/def2-TZVPD

Last column: natural (NBO) charge in e.
Positions of all 17 atoms, in Å:
N: 1.0892 2.0305 -0.0593  -0.802
C: 1.2217 0.7034 -0.1494  0.687
O: 2.3142 0.1429 -0.1618  -0.605
C: -0.0601 -0.1056 -0.3795  -0.479
C: -0.1359 -1.4145 0.3946  0.638
N: 0.6426 -2.4636 0.1578  -0.822
O: -0.3998 -1.3717 1.6294  -0.638
C: -1.3059 0.7202 -0.0057  0.682
N: -2.3324 0.5747 -0.8573  -0.809
O: -1.3636 1.4220 0.9939  -0.601
H: 1.9090 2.6190 -0.1291  0.411
H: 0.1871 2.4752 0.0492  0.419
H: -0.1211 -0.3874 -1.4376  0.230
H: 0.7188 -2.7621 -0.8089  0.402
H: 0.6418 -2.7674 1.3199  0.481
H: -2.3062 -0.0637 -1.6405  0.395
H: -3.1994 1.0618 -0.6735  0.411

Forces on atoms 1 to 6 (eV/Å):
-0.3579 0.9805 -0.3017
1.7500 -1.3845 -0.0839
-0.9526 0.4310 -0.0521
-1.8858 -0.1933 -0.5086
2.2931 1.3461 4.7271
-0.5969 -0.4789 1.1553

Output
- HOMO level (eV) = -9.66
- HOMO-LUMO gap (eV) = 10.01
- energy relative to the best compared isomer or geometry (same formula, charge and spin) (kcal/mol) = 25.1
- molar mass (g/mol) = 145.12
- SMILES = NC(=O)C(C(N)=O)C(N)=O
- multiplicity = 1

***

[2]
C4H7N3S | ωB97M-V/def2-TZVPD

Last column: natural (NBO) charge in e.
Positions of all 15 atoms, in Å:
N: 0.1852 0.9210 2.5170  -1.136
S: 0.4880 0.9223 0.9936  1.823
N: 1.9629 1.8335 0.6759  -1.050
C: 0.3326 -0.9218 0.6906  -0.658
C: -0.3109 -1.1604 -0.6347  -0.095
C: -1.1389 -0.3420 -1.3091  -0.309
C: -1.3254 0.9848 -0.8424  0.135
N: -0.6617 1.5897 0.1039  -0.671
H: 0.2653 1.8748 2.9708  0.395
H: 2.4835 1.4758 -0.1846  0.344
H: -0.2722 -1.1752 1.6428  0.309
H: 1.3594 -1.4450 0.7055  0.267
H: -0.1284 -2.1198 -0.9099  0.203
H: -1.4258 -0.7823 -2.3083  0.245
H: -2.2027 1.4729 -1.3502  0.198

Forces on atoms 1 to 6 (eV/Å):
-0.3853 1.2035 -0.6205
5.7270 0.9383 1.9235
-2.9487 -2.9826 -0.4026
0.8135 0.8889 0.9605
-0.8959 1.8099 1.6630
1.9631 -2.6724 -0.9234

Output
- HOMO level (alpha / beta) (eV) = -8.31 / -8.31
- HOMO-LUMO gap (alpha / beta) (eV) = 7.34 / 7.34
- energy relative to the best compared isomer or geometry (same formula, charge and spin) (kcal/mol) = 146.9
- molar mass (g/mol) = 129.19
- SMILES = N=S1(=N)CC=CC=N1
- multiplicity = 1

***

[3]
C4H7N3S | ωB97M-V/def2-TZVPD

Last column: natural (NBO) charge in e.
Positions of all 15 atoms, in Å:
N: 0.7659 2.1084 1.3641  -0.711
N: -0.5081 1.5666 0.8452  -0.302
C: -0.4211 0.4495 0.2775  0.357
C: -1.6134 -0.1307 -0.4003  -0.582
S: -1.0314 -0.6160 -2.0158  0.245
C: 0.2119 -1.7668 -1.3602  -0.431
C: 1.0018 -1.4027 -0.3582  -0.016
N: 0.8281 -0.1646 0.2649  -0.639
H: 0.5954 3.1591 1.6076  0.375
H: 1.4219 2.0306 0.5344  0.354
H: -2.2662 0.6883 -0.5491  0.257
H: -2.1304 -0.9829 0.2201  0.234
H: 0.1904 -2.7919 -1.7889  0.235
H: 1.6559 -2.0607 0.1907  0.210
H: 1.2994 -0.0863 1.1681  0.414

Forces on atoms 1 to 6 (eV/Å):
-0.9217 1.0355 -1.1662
0.3473 2.4419 1.1461
0.8800 0.2383 0.6880
-0.0489 -1.6459 1.3035
0.7297 -1.3812 0.0828
-0.6275 -0.7529 -1.4395

Output
- HOMO level (eV) = -8.22
- HOMO-LUMO gap (eV) = 9.08
- energy relative to the best compared isomer or geometry (same formula, charge and spin) (kcal/mol) = 59.0
- molar mass (g/mol) = 129.19
- SMILES = N/N=C1/CSC=CN1
- multiplicity = 1

***

[4]
C4H7N4 | ωB97M-V/def2-TZVPD

Last column: natural (NBO) charge in e.
Positions of all 15 atoms, in Å:
C: -0.2449 2.1499 -0.7004  -0.329
C: -0.9558 1.0424 -0.5725  -0.074
N: -0.4393 -0.1106 0.0784  -0.198
N: -1.1473 -0.8436 0.9934  -0.338
C: -0.3494 -1.8373 1.3683  0.284
N: 0.8076 -1.8047 0.7816  -0.454
C: 0.7529 -0.7147 -0.0281  0.588
N: 1.7808 -0.3624 -0.7878  -0.756
H: -0.5817 2.9550 -1.3246  0.245
H: 0.6772 2.2646 -0.1535  0.219
H: -1.9713 0.9834 -0.9257  0.235
H: -2.0808 -0.6410 1.3105  0.456
H: -0.6420 -2.5878 2.0775  0.248
H: 2.6570 -0.8150 -0.5976  0.443
H: 1.7369 0.3218 -1.5197  0.430

Forces on atoms 1 to 6 (eV/Å):
0.1581 -0.4233 0.3696
-0.1411 0.5600 -0.0715
-0.2646 0.5477 -0.0515
-0.0321 -0.4065 0.1249
-0.2679 -0.2515 0.3921
0.5521 0.4602 -0.4598

Output
- HOMO level (eV) = -14.05
- HOMO-LUMO gap (eV) = 10.37
- net charge = +1
- energy relative to the best compared isomer or geometry (same formula, charge and spin) (kcal/mol) = 15.4
- molar mass (g/mol) = 111.13
- SMILES = C=Cn1[nH]cnc1=[NH2+]
- multiplicity = 1

***

Among the records above, which one has the lowest energy relative to the best compared isomer or geometry (same formula, charge and spin)? C4H7N4